[1]
C9H14O | the ωB97M-V functional and the def2-TZVPD basis

## Properties
Energy relative to the best compared isomer or geometry (same formula, charge and spin): 17.63 kcal/mol
Multiplicity: 1
Orbital gap: 10.0 eV
LUMO: 0.850 eV
SMILES: CCc1ccccc1.CO
HOMO energy: -9.147 eV
E_tot: -426.5447 Eh
Total charge: 0

Geometry (Å):
C -0.572 1.541 1.141
C 0.967 1.627 1.057
C -1.149 0.832 -0.063
C -1.669 -0.459 0.076
C -1.138 1.426 -1.313
C -2.074 -1.157 -1.051
C -1.607 0.742 -2.430
C -2.059 -0.566 -2.297
H -0.838 1.098 2.091
H -0.958 2.568 1.121
H 1.357 1.115 0.162
H -1.781 -0.853 1.066
H -0.727 2.423 -1.435
H -2.450 -2.162 -0.925
H -1.636 1.283 -3.356
H -2.333 -1.122 -3.194
H 1.552 1.178 1.863
H 1.407 2.617 0.983
C 2.264 -2.136 1.107
O 3.665 -2.244 0.860
H 4.043 -1.365 1.029
H 1.770 -2.942 0.571
H 2.053 -2.288 2.166
H 1.915 -1.156 0.771


[2]
C9H14O | the ωB97M-V functional and the def2-TZVPD basis

## Properties
Energy relative to the best compared isomer or geometry (same formula, charge and spin): 31.36 kcal/mol
Multiplicity: 1
Orbital gap: 9.2 eV
LUMO: 0.791 eV
SMILES: Cc1ccc(O)cc1.CC
HOMO energy: -8.439 eV
E_tot: -426.5228 Eh
Total charge: 0

Geometry (Å):
C -1.070 0.766 -2.163
C -2.033 -2.631 -0.733
C -1.945 -2.304 0.624
C -1.569 -1.633 -1.600
C -1.344 -0.322 -1.198
C -1.522 -1.068 1.107
C -1.299 -0.069 0.169
O -2.218 -3.301 1.553
H -2.359 -3.600 -1.075
H -1.775 -1.695 -2.676
H -1.527 -0.759 2.139
H -1.613 -3.198 2.313
H -1.010 0.424 -3.228
H -0.177 1.297 -1.813
H -1.206 0.931 0.552
H -2.039 1.285 -2.404
C 2.703 2.519 1.365
C 3.560 1.433 0.715
H 2.092 1.986 2.089
H 3.160 3.279 2.038
H 2.161 3.076 0.570
H 2.924 1.105 -0.138
H 3.571 0.587 1.440
H 4.535 1.893 0.354


[3]
C9H14O | the ωB97M-V functional and the def2-TZVPD basis

## Properties
Energy relative to the best compared isomer or geometry (same formula, charge and spin): 57.49 kcal/mol
Multiplicity: 1
Orbital gap: 8.9 eV
LUMO: 0.787 eV
SMILES: Cc1ccc(O)cc1.CC
HOMO energy: -8.136 eV
E_tot: -426.4812 Eh
Total charge: 0

Geometry (Å):
C 0.208 -2.335 -1.351
C 1.585 -0.873 0.139
C 0.346 -1.553 -0.122
C 1.850 -0.067 1.224
C 0.940 -0.422 2.277
C -0.635 -1.613 0.838
C -0.201 -1.180 2.144
O 0.968 0.071 3.565
H 2.203 -0.733 -0.781
H 2.708 0.575 1.197
H 0.798 -3.232 -1.298
H 0.511 -1.912 -2.237
H -1.566 -1.881 0.583
H 1.729 0.711 3.812
H -0.940 -1.201 3.019
H -0.864 -2.549 -1.531
C -1.719 1.834 -1.866
C -0.681 2.682 -1.081
H -1.488 0.732 -1.746
H -2.801 2.113 -1.570
H -1.541 1.879 -2.951
H -0.565 2.253 -0.142
H -1.212 3.731 -0.959
H 0.366 2.971 -1.162


[4]
C9H14O | the ωB97M-V functional and the def2-TZVPD basis

## Properties
Energy relative to the best compared isomer or geometry (same formula, charge and spin): 22.47 kcal/mol
Multiplicity: 1
Orbital gap: 9.2 eV
LUMO: 0.868 eV
SMILES: Cc1ccc(O)cc1.CC
HOMO energy: -8.326 eV
E_tot: -426.5370 Eh
Total charge: 0

Geometry (Å):
C -0.432 2.552 1.876
C -1.805 2.768 1.213
H 0.193 3.430 1.714
H -0.546 2.518 2.962
H 0.157 1.739 1.447
H -1.678 3.715 0.675
H -2.296 2.032 0.582
H -2.568 3.197 1.882
C -0.595 0.890 -2.573
C -0.482 -1.588 0.280
C -0.999 -0.770 -0.709
C 0.877 -1.607 0.605
C -0.125 0.005 -1.476
C 1.753 -0.758 -0.062
C 1.212 -0.003 -1.109
O 1.368 -2.612 1.376
H -1.129 -2.158 0.939
H -2.029 -0.901 -1.026
H 0.709 -3.275 1.630
H 2.726 -0.461 0.300
H -1.381 1.595 -2.299
H -1.032 0.331 -3.416
H 1.896 0.736 -1.493
H 0.139 1.485 -3.084


[5]
C9H14O | the ωB97M-V functional and the def2-TZVPD basis

## Properties
Energy relative to the best compared isomer or geometry (same formula, charge and spin): 1.89 kcal/mol
Expectation value of S²: 0.767
Multiplicity: 2
Orbital gap (alpha / beta): 10.2 / 7.1 eV
LUMO (alpha / beta): -3.748 / -7.432 eV
HOMO energy (alpha / beta): -13.972 / -14.543 eV
E_tot: -426.2732 Eh
Total charge: +1

Geometry (Å):
C 2.052 -2.250 1.274
C -1.773 -0.462 0.935
C -0.674 0.332 1.369
C -1.631 -1.840 0.622
C 0.531 -0.272 1.556
C -0.388 -2.383 0.669
C 0.718 -1.616 1.143
O -2.980 0.031 0.815
H -0.882 1.374 1.593
H -3.031 0.970 1.093
H -2.490 -2.468 0.407
H 1.290 0.247 2.105
H -0.171 -3.392 0.379
H 2.067 -3.278 0.929
H 2.343 -2.217 2.334
H 2.842 -1.699 0.761
C 0.678 2.460 -2.872
C -0.185 2.293 -1.622
H 0.090 2.455 -3.781
H 1.267 3.374 -2.891
H 1.429 1.680 -2.879
H 0.468 2.394 -0.751
H -0.563 1.268 -1.613
H -1.007 2.998 -1.576


[6]
C9H14O | the ωB97M-V functional and the def2-TZVPD basis

## Properties
Energy relative to the best compared isomer or geometry (same formula, charge and spin): 8.35 kcal/mol
Expectation value of S²: 0.766
Multiplicity: 2
Orbital gap (alpha / beta): 10.1 / 7.1 eV
LUMO (alpha / beta): -3.933 / -7.450 eV
HOMO energy (alpha / beta): -14.006 / -14.509 eV
E_tot: -426.2629 Eh
Total charge: +1

Geometry (Å):
C -2.458 2.320 1.618
C 0.019 0.971 -0.867
C -1.157 1.335 -0.297
C 1.196 1.070 -0.091
C -1.206 1.749 1.065
C 1.124 1.271 1.325
C -0.060 1.564 1.901
O 2.406 0.812 -0.526
H 0.048 0.667 -1.906
H -2.067 1.386 -0.886
H 2.518 1.002 -1.471
H 2.010 1.095 1.924
H -3.193 1.526 1.807
H -2.935 2.982 0.899
H -0.241 1.673 2.955
H -2.308 2.826 2.580
C 1.565 -2.825 -1.294
C 0.064 -3.221 -1.209
H 1.554 -1.799 -1.660
H 2.124 -2.880 -0.361
H 2.001 -3.506 -2.023
H -0.316 -3.272 -0.195
H -0.096 -4.233 -1.577
H -0.593 -2.512 -1.711


[7]
C9H14O | the ωB97M-V functional and the def2-TZVPD basis

## Properties
Energy relative to the best compared isomer or geometry (same formula, charge and spin): 13.75 kcal/mol
Expectation value of S²: 0.766
Multiplicity: 2
Orbital gap (alpha / beta): 10.3 / 7.1 eV
LUMO (alpha / beta): -3.835 / -7.629 eV
HOMO energy (alpha / beta): -14.183 / -14.728 eV
E_tot: -426.2543 Eh
Total charge: +1

Geometry (Å):
C -1.290 -0.968 -2.537
C 0.998 -2.118 0.205
C -0.057 -2.069 -0.699
C 1.804 -0.979 0.297
C -0.232 -0.927 -1.486
C 1.465 0.262 -0.318
C 0.523 0.286 -1.291
O 2.810 -0.877 1.157
H 1.059 -3.002 0.823
H -0.619 -2.977 -0.862
H 3.312 -1.682 1.228
H 2.118 1.104 -0.130
H -1.570 0.014 -2.913
H -2.193 -1.446 -2.156
H 0.132 1.093 -1.887
H -0.893 -1.508 -3.404
C -1.262 2.096 1.051
C -0.562 1.838 2.414
H -2.217 2.611 1.163
H -0.594 2.763 0.510
H -1.487 1.117 0.628
H 0.374 1.342 2.161
H -1.140 1.235 3.113
H -0.479 2.791 2.933


[8]
C9H14O2 | the ωB97M-V functional and the def2-TZVPD basis

## Properties
Energy relative to the best compared isomer or geometry (same formula, charge and spin): 75.06 kcal/mol
Multiplicity: 1
Orbital gap: 9.5 eV
LUMO: 0.752 eV
SMILES: Cc1ccc(O)cc1.CCO
HOMO energy: -8.714 eV
E_tot: -501.7165 Eh
Total charge: 0

Geometry (Å):
C -0.034 -3.125 1.249
C 0.479 -3.178 -0.180
O -1.186 -2.261 1.293
H -0.612 -4.067 1.402
H 0.724 -2.971 1.830
H 1.456 -2.717 -0.216
H -1.284 -1.715 0.467
H -0.103 -2.756 -0.935
H 0.728 -4.223 -0.303
C 0.414 3.780 0.942
C 0.888 0.644 -0.982
C 1.180 1.781 -0.249
C -0.395 0.022 -1.152
C 0.035 2.444 0.299
C -1.453 0.797 -0.665
C -1.210 1.941 0.070
O -0.475 -1.039 -2.075
H 1.682 0.038 -1.182
H 2.097 2.341 0.005
H 0.400 -1.003 -2.488
H -2.391 0.372 -0.766
H -0.394 4.485 0.592
H 1.341 4.121 0.625
H -2.160 2.480 0.398
H 0.273 3.809 2.020


[9]
C9H14O2 | the ωB97M-V functional and the def2-TZVPD basis

## Properties
Energy relative to the best compared isomer or geometry (same formula, charge and spin): 130.54 kcal/mol
Multiplicity: 1
Orbital gap: 9.2 eV
LUMO: 0.802 eV
SMILES: CC(=O)[C@@]1(O)C[C@]2(C)CC[C@@H]21
HOMO energy: -8.445 eV
E_tot: -501.6281 Eh
Total charge: 0

Geometry (Å):
C -0.193 0.989 0.137
C -0.687 -0.508 0.284
C 2.321 -0.159 -0.140
C 1.561 -1.528 0.149
C 1.099 0.256 -0.905
C -1.602 2.182 0.254
C 0.346 -1.093 -0.632
C -2.494 1.548 1.287
C -0.087 -1.977 -1.789
O 0.353 1.445 1.366
O -1.418 3.315 -0.078
H -0.801 -0.888 1.372
H -1.736 -0.425 -0.106
H 2.692 0.633 0.625
H 3.235 -0.320 -0.816
H 2.069 -2.526 -0.117
H 1.539 -1.619 1.255
H 1.346 0.583 -1.952
H -3.084 0.707 1.031
H -3.097 2.334 1.716
H -1.695 1.226 1.891
H -0.163 -1.242 -2.690
H -1.040 -2.483 -1.472
H 0.767 -2.689 -1.875
H 0.769 2.241 1.206


> Which of these has the highest energy relative to the best compared isomer or geometry (same formula, charge and spin)?

number 9


> Which of these has the highest E_tot?

number 7


> E_tot of number 7 (C9H14O)?

-426.2543 Eh